{
  "formula": "C11H14BF3MoN6O3S",
  "method": "ωB97M-V/def2-TZVPD",
  "species": ["H", "N", "B", "N", "C", "Mo", "H", "C", "H", "C", "H", "C", "H", "H", "H", "N", "N", "N", "N", "C", "C", "H", "H", "C", "C", "C", "C", "H", "H", "H", "H", "H", "F", "C", "F", "F", "S", "O", "O", "O"],
  "xyz": [[-1.151, 0.314, 2.645], [0.508, -0.584, 1.736], [2.247, -2.290, 0.797], [1.229, -1.778, 1.861], [0.715, -2.394, 2.926], [0.946, 0.618, -0.311], [1.145, -3.305, 3.274], [-0.327, -1.642, 3.473], [-0.867, -1.817, 4.362], [-0.491, -0.542, 2.659], [2.776, -3.324, 1.147], [0.784, 1.395, -2.248], [0.364, 2.404, -2.026], [0.138, 0.824, -2.904], [1.779, 1.551, -2.674], [3.195, -1.072, 0.567], [1.423, -2.397, -0.513], [2.757, 0.178, 0.077], [0.700, -1.293, -0.973], [4.503, -0.991, 0.801], [1.225, -3.413, -1.357], [5.010, -1.858, 1.180], [1.739, -4.342, -1.132], [4.968, 0.300, 0.517], [0.380, -2.997, -2.398], [3.864, 1.001, 0.034], [0.052, -1.660, -2.121], [5.966, 0.652, 0.680], [0.071, -3.582, -3.264], [3.759, 1.990, -0.361], [-0.531, -0.892, -2.598], [0.716, 0.498, 1.708], [-3.798, 3.800, 0.408], [-3.399, 2.807, -0.422], [-4.484, 2.156, -0.895], [-2.725, 3.356, -1.458], [-2.305, 1.618, 0.488], [-1.184, 2.473, 0.890], [-3.150, 1.130, 1.564], [-1.926, 0.608, -0.505]],
  "lumo_energy_ev": [-10.444, -9.752],
  "homo_energy_ev": [-16.16, -16.17],
  "de_lowest_kj_mol": 0.00,
  "homo_lumo_gap_ev": [5.719, 6.421],
  "charge": 2,
  "spin_multiplicity": 3
}

{
  "formula": "C11H14Cl12N",
  "method": "ωB97M-V/def2-TZVPD",
  "species": ["C", "C", "C", "C", "C", "C", "C", "N", "H", "H", "H", "H", "H", "H", "H", "H", "H", "H", "C", "Cl", "Cl", "Cl", "H", "C", "Cl", "Cl", "Cl", "H", "C", "Cl", "Cl", "Cl", "H", "C", "Cl", "Cl", "Cl", "H"],
  "xyz": [[2.589, -0.758, 0.810], [1.544, -1.235, 0.466], [0.271, -1.817, 0.047], [-0.854, -1.083, 0.783], [-1.299, 0.319, 0.274], [-2.830, 0.165, 0.119], [-3.156, -1.129, 0.730], [-2.116, -1.818, 1.005], [3.434, -0.228, 1.195], [0.183, -1.705, -1.038], [0.282, -2.885, 0.277], [-0.448, -0.933, 1.788], [-1.016, 1.014, 1.058], [-0.806, 0.564, -0.661], [-3.024, -0.014, -0.953], [-3.458, 1.015, 0.378], [-4.168, -1.484, 0.892], [-2.132, -2.754, 1.394], [-1.213, 2.889, -3.012], [-1.750, 1.253, -3.432], [-1.961, 3.407, -1.498], [0.541, 2.956, -2.900], [-1.535, 3.558, -3.798], [3.004, -4.941, -0.593], [2.950, -3.823, -1.955], [1.358, -5.312, -0.038], [3.863, -6.414, -1.005], [3.523, -4.454, 0.222], [-4.666, 3.672, 2.058], [-3.104, 4.171, 1.394], [-5.516, 5.030, 2.767], [-5.638, 2.883, 0.808], [-4.478, 2.945, 2.837], [6.344, 1.500, -0.071], [5.796, 0.761, 1.443], [7.891, 0.832, -0.565], [5.126, 1.292, -1.332], [6.469, 2.559, 0.106]],
  "lumo_energy_ev": -4.119,
  "homo_energy_ev": -13.01,
  "homo_lumo_gap_ev": 8.887,
  "charge": 1
}